{"formula": "C15H23BrN3O4P", "method": "ωB97M-V/def2-TZVPD", "homo_lumo_gap_ev": 7.69, "smiles": "C[C@H](Br)CC1=C(P(N)O)C(=O)OC1=O.CCCC#N.CCCC#N", "homo_ev": -9.44, "fmax_ha_per_bohr": 0.2038, "energy_ev": -107912.3877, "elements": ["C", "C", "Br", "C", "C", "C", "P", "N", "O", "C", "O", "O", "C", "O", "H", "H", "H", "H", "H", "H", "H", "H", "H", "C", "C", "C", "C", "N", "H", "H", "H", "H", "H", "H", "H", "C", "C", "C", "C", "N", "H", "H", "H", "H", "H", "H", "H"], "xyz": [[-1.107743, 3.918601, 3.264305], [-2.211114, 2.737642, 3.547842], [-1.787730, 2.037616, 5.417036], [-2.086204, 1.433726, 2.558241], [-2.151563, 1.767000, 0.955929], [-1.799345, 0.678334, -0.040658], [-1.312689, -1.127523, 0.341785], [-2.160360, -2.234467, -0.816668], [0.385878, -1.241135, -0.044415], [-1.957116, 1.492093, -1.465181], [-1.242634, 1.303129, -2.600015], [-3.011008, 2.474811, -1.158253], [-2.542443, 3.112818, 0.108116], [-2.510745, 4.414844, 0.400879], [-0.328473, 3.996152, 4.165009], [-1.710758, 4.927628, 3.137564], [-0.525851, 3.661869, 2.280163], [-3.306210, 3.160855, 3.586987], [-2.904538, 0.632310, 2.834324], [-1.003276, 0.973812, 2.758493], [-1.652134, -3.155512, -0.847365], [-2.166649, -1.823375, -1.775957], [0.500294, -0.637865, -0.856126], [1.875578, -4.594215, -1.608474], [1.668808, -6.105479, -1.616240], [0.420215, -6.531214, -2.391126], [-0.814531, -5.914569, -1.754179], [-1.838799, -5.402915, -1.225794], [1.050982, -4.075899, -1.108862], [2.793191, -4.338961, -1.068897], [1.960230, -4.204447, -2.629326], [1.602456, -6.459581, -0.580184], [2.547809, -6.582172, -2.063796], [0.324224, -7.621999, -2.378807], [0.486628, -6.207971, -3.435619], [1.469384, 1.962118, -0.965919], [2.250246, 3.267231, -1.082841], [3.143962, 3.536519, 0.129361], [2.291347, 3.636812, 1.383770], [1.583995, 3.719912, 2.424371], [0.781736, 1.977316, -0.114372], [0.867729, 1.797344, -1.865459], [2.146823, 1.108752, -0.847314], [1.541360, 4.094045, -1.213459], [2.871437, 3.230181, -1.984470], [3.691729, 4.474624, -0.008798], [3.875873, 2.731202, 0.254395]], "atomic_forces_ev_per_a": [[-0.586, -0.096, 0.047], [0.111, 0.293, -0.600], [-0.613, 0.222, -1.095], [0.730, 0.663, 0.124], [1.269, -3.467, -1.918], [-1.392, 5.244, 0.196], [0.657, -1.526, 0.230], [1.576, 2.105, -0.185], [-2.102, 2.205, -1.854], [2.974, -2.083, -2.751], [-5.562, 1.609, 7.446], [3.304, 1.368, -0.133], [-0.018, 3.677, 1.707], [-0.507, -9.327, -2.384], [-1.891, -0.169, -2.250], [1.453, -2.044, 0.226], [-1.352, 0.700, 2.079], [2.236, -0.994, -0.034], [1.676, 1.634, -0.730], [-2.462, 0.900, -0.496], [-0.722, 1.124, 0.171], [-0.004, -0.685, 0.799], [0.216, -1.379, 1.507], [0.068, 0.087, 0.026], [0.276, 0.244, 0.245], [-0.756, 0.399, 0.669], [-7.031, 3.295, 3.312], [8.211, -4.026, -4.158], [0.082, -0.049, -0.083], [-0.136, -0.013, -0.111], [-0.011, -0.019, 0.132], [-0.034, -0.051, -0.216], [-0.206, -0.067, 0.002], [-0.216, 0.197, 0.008], [-0.180, 0.033, 0.172], [-0.021, -0.071, -0.198], [-0.296, -0.148, -0.216], [-0.811, 0.172, 0.738], [-4.405, 0.599, 7.109], [6.250, -0.701, -8.380], [0.153, 0.001, 0.000], [0.178, 0.033, 0.160], [-0.047, 0.083, 0.069], [0.200, -0.057, 0.038], [0.013, 0.095, 0.174], [-0.108, -0.107, 0.245], [-0.164, 0.098, 0.162]], "lowdin_charge": [-0.20, -0.66, 0.56, -0.21, -0.03, -0.20, 0.90, -0.20, -0.38, -0.22, -0.02, 0.00, -0.16, 0.05, 0.06, 0.09, 0.03, 0.11, 0.13, 0.13, -0.02, 0.03, 0.04, -0.11, -0.28, -0.19, -0.14, 0.11, 0.05, 0.08, 0.08, 0.11, 0.11, 0.11, 0.12, -0.12, -0.26, -0.19, -0.11, 0.12, 0.06, 0.06, 0.08, 0.12, 0.11, 0.11, 0.12]}

---

{"formula": "C15H23Cl3CrOPS3", "method": "ωB97M-V/def2-TZVPD", "homo_lumo_gap_ev": [8.06, 8.12], "charge": 1, "e_above_lowest_kj_mol": 0.0, "homo_ev": [-10.42, -10.59], "spin_multiplicity": 5, "fmax_ha_per_bohr": 0.0114, "energy_ev": -125755.7908, "elements": ["Cr", "C", "C", "S", "C", "C", "S", "C", "C", "S", "H", "H", "H", "H", "H", "H", "H", "H", "H", "H", "H", "H", "Cl", "C", "C", "C", "Cl", "C", "O", "C", "Cl", "C", "H", "H", "C", "P", "C", "C", "H", "H", "H", "H", "H", "H", "H", "H", "H"], "xyz": [[-0.355164, 0.098176, 0.085853], [1.282292, 1.656743, 2.861004], [1.631634, 2.812722, 1.934870], [1.658453, 2.310645, 0.191069], [0.690423, 3.608507, -0.617419], [-0.732882, 3.799538, -0.111712], [-1.734756, 2.281952, -0.184073], [-2.465482, 2.197461, 1.482450], [-1.514331, 2.141482, 2.668697], [-0.287758, 0.792558, 2.566262], [1.294356, 1.995648, 3.897343], [2.024638, 0.860607, 2.776698], [2.616820, 3.187015, 2.212871], [0.936921, 3.641708, 2.056772], [0.684561, 3.322192, -1.670908], [1.217464, 4.561454, -0.552473], [-1.229918, 4.554317, -0.720523], [-0.740361, 4.164479, 0.913755], [-3.088416, 1.300933, 1.442844], [-3.141791, 3.044756, 1.605434], [-2.111055, 1.985208, 3.567691], [-0.992854, 3.087931, 2.802170], [-3.185697, -6.476766, -0.406799], [-2.253788, -5.054653, -0.098161], [-2.712015, -3.827769, -0.542664], [-1.942289, -2.710637, -0.280005], [-2.513506, -1.158746, -0.883225], [-0.723685, -2.734698, 0.414229], [0.001200, -1.672390, 0.671615], [-0.308142, -4.016484, 0.830061], [1.198927, -4.136129, 1.662506], [-1.051263, -5.153619, 0.585957], [-3.643313, -3.744569, -1.083194], [-0.692828, -6.113938, 0.926395], [0.676720, -2.064562, -2.646985], [1.174313, -0.504363, -1.851800], [1.549594, 0.578509, -3.266717], [2.804096, -0.903685, -1.152200], [1.411819, -2.384820, -3.386401], [-0.289850, -1.942041, -3.136156], [0.582255, -2.840415, -1.886989], [2.228438, 0.089969, -3.966270], [2.021505, 1.497905, -2.916587], [0.628896, 0.835305, -3.790883], [3.455330, -1.347146, -1.906584], [2.661306, -1.615241, -0.337700], [3.279182, -0.005050, -0.760118]], "atomic_forces_ev_per_a": [[0.390, 0.430, 0.068], [0.036, -0.085, -0.058], [-0.028, -0.016, -0.011], [-0.002, 0.081, 0.026], [-0.021, 0.035, 0.005], [0.021, -0.079, 0.021], [0.065, -0.068, 0.082], [-0.114, 0.006, -0.061], [0.086, -0.014, -0.001], [-0.317, 0.117, -0.053], [-0.038, -0.017, 0.003], [-0.001, 0.002, 0.017], [0.014, -0.006, -0.031], [-0.007, 0.001, -0.020], [0.004, -0.014, 0.006], [0.034, -0.034, 0.015], [-0.015, -0.027, -0.013], [-0.025, -0.026, 0.010], [0.021, 0.001, -0.001], [-0.005, -0.007, -0.050], [0.035, -0.018, 0.010], [0.053, -0.024, -0.015], [-0.027, -0.047, -0.006], [-0.013, 0.070, -0.015], [0.059, -0.064, 0.035], [0.105, -0.022, 0.041], [-0.013, 0.031, 0.104], [-0.220, -0.353, -0.016], [0.115, 0.060, -0.050], [-0.050, 0.181, -0.062], [0.068, -0.027, 0.039], [-0.012, 0.011, -0.012], [-0.013, -0.003, -0.007], [0.007, -0.017, 0.005], [-0.011, 0.004, 0.017], [-0.207, -0.131, -0.051], [0.010, 0.085, 0.044], [0.008, -0.038, -0.003], [0.026, 0.041, 0.005], [-0.005, -0.004, 0.003], [-0.011, -0.002, -0.009], [0.010, -0.024, 0.013], [-0.002, 0.012, -0.007], [0.000, 0.001, -0.008], [-0.013, -0.002, -0.016], [0.008, 0.003, 0.008], [-0.005, 0.001, 0.000]], "lowdin_charge": [0.19, -0.48, -0.48, 0.87, -0.50, -0.47, 0.87, -0.49, -0.46, 0.93, 0.10, 0.09, 0.09, 0.07, 0.07, 0.09, 0.09, 0.07, 0.08, 0.10, 0.09, 0.07, 0.70, -0.67, -0.12, -0.53, 0.75, -0.48, -0.33, -0.59, 0.73, -0.12, 0.11, 0.11, -0.24, 0.77, -0.25, -0.25, 0.06, 0.05, 0.04, 0.06, 0.03, 0.05, 0.06, 0.04, 0.02]}